[1]
Molecular formula: C18H31OSi
Method: DFT, ωB97M-V/def2-TZVPD

Structure (XYZ):
```
51
Properties=species:S:1:pos:R:3
C 4.68279 -1.39638 -0.47197
C 3.62646 -1.51918 0.63510
C 3.87667 -2.80378 1.44092
C 3.71551 -0.30906 1.57686
Si 1.87857 -1.56891 -0.19413
C 1.66843 -0.08781 -1.29480
C 1.62342 -3.23145 -0.97276
O 0.67722 -1.46193 1.00421
C -0.39980 -0.72291 1.31825
C -0.49369 -0.43251 2.78319
C -1.38306 -0.28679 0.45240
H 4.55072 -0.48784 -1.06975
H 5.68972 -1.35377 -0.03139
H 4.66320 -2.25578 -1.15305
H 3.14043 -2.92346 2.24745
H 3.84927 -3.69881 0.80960
H 4.87209 -2.75883 1.90844
H 3.00234 -0.38988 2.40862
H 4.72367 -0.25557 2.01682
H 3.53703 0.63745 1.05317
H 2.40673 -0.13746 -2.10864
H 0.66211 -0.06938 -1.73534
H 1.81808 0.84010 -0.72471
H 2.27215 -3.35979 -1.85519
H 1.83449 -4.03688 -0.25342
H 0.57645 -3.33029 -1.30117
H -1.45521 0.02450 3.03719
H -0.38662 -1.36032 3.36467
H 0.29881 0.26224 3.10454
H -2.01856 0.42884 0.97253
H -1.41404 -0.57687 -0.60751
C -4.29112 0.21480 0.44542
C -3.21905 0.52717 -0.58826
C -3.42983 -0.23480 -1.87410
C -2.90147 1.96112 -0.75664
C -2.43077 2.48295 -1.99048
C -2.04045 3.81875 -2.09783
C -2.09262 4.66515 -0.98436
C -2.57133 4.17572 0.23646
C -2.99370 2.84942 0.34693
H -3.98727 0.42245 1.47944
H -5.18926 0.81459 0.23902
H -4.55872 -0.84731 0.39630
H -2.53481 -0.28617 -2.50701
H -3.77049 -1.25760 -1.67057
H -4.21974 0.27376 -2.44820
H -2.38310 1.83622 -2.87333
H -1.70182 4.19476 -3.06400
H -1.75305 5.69646 -1.06324
H -2.63302 4.82287 1.11170
H -3.39378 2.49222 1.30261
```

- E_LUMO (eV) = -5.540
- orbital gap (eV) = 6.184
- 2S+1 = 1
- net charge = +1

***

[2]
Molecular formula: C10H10F3N2
Method: DFT, ωB97M-V/def2-TZVPD

Structure (XYZ):
```
25
Properties=species:S:1:pos:R:3
C -0.28340 1.12274 1.00446
C -0.09855 -0.36658 -0.88055
C 1.02298 1.48763 0.91430
C 1.23453 -0.01032 -0.92205
C -0.88345 0.18080 0.18143
C 1.88790 0.80882 0.04786
C -2.93840 -1.57004 0.21641
C -2.20974 -0.35124 0.34567
C 3.32724 1.05195 -0.17692
C -3.60404 1.22258 -0.19123
N -2.92809 -1.13594 1.44533
N -3.52833 -2.41061 -0.60103
F -4.01355 0.83088 -1.40140
F -4.51689 1.36558 0.70433
F -2.84771 2.27667 -0.39035
H -0.92038 1.56186 1.85913
H -0.32359 -0.79500 -1.89604
H 1.41304 2.29349 1.43020
H 1.83440 -0.34466 -1.76687
H 3.58832 0.68050 -1.17974
H 3.82282 1.94692 0.04554
H 3.83034 0.30344 0.44183
H -2.78582 -1.40598 2.37983
H -3.39769 -2.12484 -1.66442
H -4.19671 -3.24637 -0.31851
```

- E_LUMO (eV) = -3.969
- orbital gap (eV) = 8.121
- 2S+1 = 1
- net charge = +1

***

[3]
Molecular formula: C40H57BrN2O13S
Method: DFT, ωB97M-V/def2-TZVPD

Structure (XYZ):
```
114
Properties=species:S:1:pos:R:3
C 6.43817 -0.89708 6.80224
C 6.53278 -1.10395 5.49407
C 6.34085 -1.85771 4.06109
C 4.78765 -1.80036 3.54760
C 4.35305 -1.00308 2.20544
C 5.51599 -0.20914 1.40010
C 5.75140 1.24697 2.10931
C 4.44520 2.19517 1.84190
Br 4.78279 4.10572 2.40818
C 2.83789 -0.99716 1.69312
C 2.40672 -0.21751 0.35076
C 1.11245 -0.82173 -0.40399
C -0.26953 -0.03642 -0.13148
C -0.18284 1.57022 -0.27389
C 0.04837 2.34265 1.12969
C -1.29321 2.62700 1.97482
O -2.15883 1.46655 2.14977
C -2.84759 1.60076 3.43964
C 1.80359 -1.77926 2.61633
N 0.37229 -1.96937 2.43983
S -0.36576 -2.91110 3.68735
N 1.07133 -3.19733 4.59429
C 2.20847 -2.56974 3.94440
C 3.74247 -2.59918 4.41547
C 4.07307 -3.45814 5.73530
O 4.00717 -4.90010 5.38933
O 2.79527 -5.36637 5.76828
H 6.40399 -0.81811 7.95932
H 7.07632 -1.38714 3.31445
H 6.61498 -2.98634 4.12358
H 6.52003 -0.80093 1.37558
H 5.24571 0.01797 0.30364
H 6.69428 1.76832 1.71007
H 5.83901 1.11153 3.24900
H 3.51592 1.83188 2.43418
H 4.14931 2.21134 0.72094
H 2.34791 0.92061 0.56719
H 3.30197 -0.33769 -0.39472
H 1.05249 -1.94822 -0.10170
H 1.35926 -0.83220 -1.54329
H -0.77269 -0.26667 0.87503
H -1.01983 -0.39684 -0.95338
H -1.22023 1.93318 -0.67342
H 0.58021 1.91341 -1.08944
H 0.80379 1.75895 1.80382
H 0.55313 3.36570 0.89198
H -0.94433 2.93274 3.04897
H -1.91341 3.53724 1.58185
H -2.21757 1.03093 4.23925
H -3.88770 1.10028 3.43045
H -3.00596 2.70363 3.73889
H 3.20032 -3.27888 6.48983
H 5.10754 -3.26727 6.19443
H 2.27299 -5.51813 4.93393
O -5.71896 3.67357 4.34689
C -6.70458 3.13369 3.90394
C -6.73618 2.19583 2.72946
C -8.20999 2.15696 2.39473
C -8.85729 2.40683 3.73462
O -7.95097 3.26312 4.43708
H -6.36382 1.21748 3.04368
H -6.14556 2.58521 1.89934
H -8.52909 1.22175 1.93007
H -8.45173 2.97485 1.70807
H -8.98642 1.48617 4.31242
H -9.82647 2.90002 3.63407
O -10.48953 4.81207 1.12678
C -9.75946 5.46408 0.41707
C -10.06963 6.82596 -0.13779
C -9.02960 6.97110 -1.22544
C -7.88912 6.13174 -0.70252
O -8.50669 5.07594 0.04023
H -9.93965 7.57051 0.65150
H -11.08175 6.86429 -0.54196
H -8.74572 8.00629 -1.42510
H -9.41061 6.53982 -2.15734
H -7.23326 6.69362 -0.03045
H -7.28890 5.70970 -1.51137
O 4.48797 -0.58768 -1.67044
C 5.52479 -0.99201 -2.14386
C 5.68276 -2.23001 -2.98098
C 7.17931 -2.44556 -2.94819
C 7.70880 -1.04128 -2.78921
O 6.71909 -0.35024 -2.02101
H 5.32266 -2.02537 -3.99210
H 5.14603 -3.07217 -2.54333
H 7.56836 -2.95479 -3.83213
H 7.44479 -3.04384 -2.06987
H 7.82520 -0.52943 -3.74940
H 8.66414 -1.02228 -2.26039
O 2.53848 -2.55302 -3.88098
C 1.66323 -3.38676 -3.84440
C 0.69730 -3.59277 -2.71183
C 0.13058 -4.95902 -3.02284
C 0.23016 -5.01913 -4.52757
O 1.39068 -4.25091 -4.85991
H -0.06969 -2.81515 -2.75130
H 1.21066 -3.58004 -1.74997
H -0.88572 -5.10673 -2.65224
H 0.76766 -5.73105 -2.57763
H -0.63762 -4.57075 -5.01989
H 0.35119 -6.04318 -4.88760
O -2.24657 -3.22662 -6.21158
C -1.51692 -2.57260 -6.92226
C -1.83142 -1.21236 -7.47877
C -0.79161 -1.06500 -8.56573
C 0.35124 -1.90003 -8.04140
O -0.26289 -2.95719 -7.29775
H -1.70439 -0.46652 -6.69015
H -2.84346 -1.17782 -7.88358
H -0.51105 -0.02908 -8.76638
H -1.17074 -1.49856 -9.49737
H 1.00494 -1.33532 -7.36960
H 0.95305 -2.32087 -8.84963
```

- E_LUMO (eV) = -0.985
- orbital gap (eV) = 6.919
- 2S+1 = 1
- SMILES = C#CCc1c(CCCBr)c(CCCCCCOC)c2nsnc2c1COO.O=C1CCCO1.O=C1CCCO1.O=C1CCCO1.O=C1CCCO1.O=C1CCCO1